{"formula": "C37H80N7O23", "method": "ωB97M-V with the def2-TZVPD basis set", "symbols": ["C", "O", "H", "O", "H", "H", "H", "H", "H", "H", "C", "C", "H", "H", "H", "H", "C", "H", "C", "N", "O", "O", "H", "H", "H", "H", "C", "H", "H", "H", "C", "O", "H", "C", "O", "H", "H", "C", "H", "O", "H", "C", "C", "H", "C", "C", "O", "H", "N", "H", "H", "H", "H", "C", "H", "O", "C", "C", "O", "H", "H", "H", "C", "O", "O", "H", "C", "H", "C", "H", "H", "C", "H", "O", "H", "C", "H", "H", "H", "N", "H", "H", "H", "H", "C", "H", "C", "N", "H", "O", "C", "O", "H", "H", "C", "H", "O", "H", "H", "C", "C", "H", "H", "O", "N", "N", "H", "H", "C", "H", "H", "H", "C", "O", "H", "H", "H", "C", "H", "N", "C", "H", "H", "C", "O", "H", "H", "C", "H", "H", "C", "O", "H", "O", "C", "H", "H", "H", "H", "H", "O", "O", "C", "H", "H", "H", "C"], "coordinates": [[-0.8949, -0.8426, 0.7014], [2.0191, 6.5332, -1.3142], [-0.4758, 1.7555, 1.2171], [6.0216, 0.8253, 2.9083], [-1.0894, 5.7614, 0.6827], [-2.9586, -0.9750, -3.6549], [3.4422, 0.4013, 2.1837], [2.9224, 1.4588, 3.0808], [3.9728, 6.1237, -3.8210], [-1.3820, -5.0378, 3.2620], [0.4745, -2.6897, 3.8496], [-2.9063, 4.7053, 1.0111], [-1.1078, 0.8436, 5.1879], [3.0905, 5.2231, -2.8185], [3.3555, -4.9023, 5.9519], [-2.7022, 2.2602, -3.6941], [-1.6070, 5.2824, 1.5138], [-2.2092, 1.6167, -5.1900], [-5.3128, 1.0068, 0.4822], [1.9045, -3.0040, 4.3508], [1.1612, 0.6186, -3.2561], [1.2299, -6.6166, -0.5196], [-5.9745, -2.2471, 3.3934], [-0.9524, -1.7793, 0.1470], [-0.8167, 2.6064, 4.9441], [0.5446, -4.7634, 1.2140], [-2.1753, -3.4034, -2.2124], [-4.9112, 0.8298, -0.5155], [1.9059, 2.8970, -4.3914], [-6.3053, 0.5852, 0.6411], [2.4588, -5.3031, 5.4791], [1.1510, -5.0399, -2.0324], [0.4005, -1.9217, -2.3589], [0.5994, -4.3737, 0.1976], [-2.9311, 3.5307, 0.6211], [-5.4082, -5.7766, -2.8825], [0.2589, 3.4412, -0.3306], [4.0520, 0.5921, -2.1102], [4.8862, 3.5665, 3.7175], [-5.4340, -1.0511, -5.8713], [-5.4035, 2.0868, 0.5982], [2.1909, 5.8204, 0.9778], [-0.7938, 1.6171, 4.4870], [0.3763, -1.6123, 3.9827], [4.6899, 4.2335, -3.7315], [-2.6369, -3.6602, 2.2181], [2.6411, -1.1076, 0.6397], [5.0455, 3.9798, -4.7301], [3.7038, 1.3391, 2.4522], [2.1420, -2.7252, 5.2921], [1.2142, -3.4754, 0.2531], [2.5207, 2.1398, 0.8174], [-6.8385, -0.8763, 2.7986], [3.5455, 2.2290, 1.1777], [-0.3966, -3.9804, -0.0058], [-3.6385, 1.0673, 2.1862], [5.0646, 1.5333, 3.1720], [-2.0298, 2.4635, -4.5276], [2.3485, -4.9561, 3.0791], [-1.7148, 2.2532, 0.4341], [1.4321, 5.1285, 1.3433], [-1.8226, 5.9161, 2.3741], [-4.4653, 0.4004, 1.6089], [-1.6924, 4.8050, -5.0610], [3.5099, -1.5439, 2.5194], [0.7661, 3.9969, -5.2524], [-4.5440, -1.5103, -5.1551], [-3.9194, -1.5433, 2.3949], [-2.8409, -4.7234, -2.3578], [-2.2052, -2.8027, -3.1215], [-0.3301, -3.1782, 4.3993], [0.5589, 1.5212, 3.7468], [-4.5632, -0.6862, -3.0941], [2.5373, 5.6396, -5.8873], [3.9766, -0.0436, -1.2279], [2.3749, 5.6109, -0.5364], [3.6780, 0.3827, -4.1384], [5.4130, 4.6728, -3.0443], [3.5475, 1.5516, -1.9967], [3.4459, -0.1243, -3.2963], [-2.6919, -2.9131, -1.3873], [-6.2771, -4.9346, -1.5626], [4.2224, 1.8952, 0.3913], [-1.1201, -3.5905, -2.0130], [-2.1934, -5.0461, 2.5341], [3.9083, -0.9852, -3.5515], [3.4592, -1.7518, 1.3053], [3.5482, 5.2130, -3.7188], [1.9868, 6.8753, 1.1607], [-2.7453, -2.8645, 3.1792], [-1.2257, 0.3485, -0.2446], [-3.9191, 5.4274, 1.1738], [-1.9320, -5.6055, 1.6358], [-0.9357, 4.5411, 1.9473], [5.0705, 2.5987, 4.1840], [-3.1335, -5.5262, 2.8056], [-2.5242, -5.4690, -3.2466], [1.6516, -5.3371, 6.2108], [-4.0024, -4.1631, -0.7336], [4.4331, -2.7088, 0.6527], [-2.4020, 3.7782, -5.1796], [-4.9128, -1.4590, 1.1462], [5.9984, 2.4915, 4.7456], [1.5769, 1.3133, 4.4886], [-4.7422, -1.0631, 2.0596], [-4.0851, -4.9126, -1.4055], [-1.5751, 1.5572, 3.7294], [0.9290, 1.7143, -0.8422], [1.5167, 3.9123, -4.4666], [1.8633, -2.6031, -3.0481], [4.2683, -3.7511, 0.9257], [3.6052, 3.2961, 1.3917], [1.4558, -1.7247, -2.5476], [0.6319, 1.5427, 2.5078], [5.4153, -2.3743, 0.9865], [3.1691, 5.6508, 1.4279], [-5.5659, -0.6952, 4.0744], [0.1241, 2.4432, -0.7478], [2.6217, -6.3103, 5.0957], [-0.8458, 1.7630, 0.2773], [-5.8555, -1.1917, 3.1483], [1.9925, -1.9186, -1.6189], [-0.3926, 2.6344, -1.6883], [1.9264, -0.3707, -3.1311], [-3.0022, -3.4448, 1.0890], [4.2216, 3.3664, -3.2659], [4.2396, 2.4787, 4.8792], [2.2285, -4.4949, 4.2105], [2.5426, -2.5530, 3.7108], [-4.0384, -5.8341, -0.9949], [2.5257, 4.9948, -4.8394], [-4.1780, -2.7175, -5.2616], [4.4464, -2.7263, -0.4371], [-1.8803, 0.2317, -1.2957], [-3.9382, -0.6296, -3.9853], [0.4099, -2.9618, 2.7961], [-1.6013, -0.9219, 1.5278], [-5.4737, -3.9865, -2.8038], [1.0129, 4.1317, -3.5252], [5.0939, 0.6529, -2.4243], [-3.5194, 3.7659, -5.7485], [2.7531, 4.4940, -0.9773], [1.0560, -5.4443, -0.8349], [-1.0051, 2.4897, -4.1571], [-4.0763, 0.4400, -4.1432], [0.1128, -0.7265, 1.1004], [-5.4114, -4.9076, -2.2244]], "atomic_forces_ev_per_a": [[0.3383, 0.8956, -1.0188], [0.7951, -0.2224, 0.4981], [1.3444, -0.5279, 1.0271], [-2.4439, 1.4107, 0.0632], [0.0605, 0.4411, 0.2302], [0.1703, 0.5021, -0.3583], [0.7565, -1.5980, -0.3687], [-1.2783, 1.0083, 1.4353], [-0.2530, 0.6638, -0.2441], [-0.4081, -0.4958, 0.2007], [0.4033, 0.6915, 0.4023], [-1.8720, 1.6007, 1.6889], [0.9539, -0.0419, 0.2926], [-0.9644, -0.3162, 1.8435], [0.0934, -0.1517, 0.1422], [0.0290, 0.2773, 0.2035], [0.6601, -0.0631, 0.4272], [0.2756, 0.0959, -0.2169], [-0.3870, -0.9842, 1.0823], [-1.2690, -2.3393, -0.2530], [4.2284, -3.9014, 0.0221], [0.0211, -0.7045, 1.5860], [0.3944, -0.0506, -0.2159], [-0.0874, 0.1881, -0.1385], [-0.2157, -0.1120, 0.1988], [0.1151, -0.3048, 0.0352], [-0.5379, 0.1437, 1.2144], [-0.0019, -0.3606, 0.0193], [0.3148, 0.0708, -0.1386], [-0.2648, -0.1405, -0.6778], [-0.0323, 0.1996, -0.8869], [-0.0702, 1.3410, 0.2234], [0.0535, 0.8983, -0.4514], [-0.1168, -0.0308, 0.6612], [0.5952, -2.5474, -1.1239], [0.2078, 0.2008, 0.0808], [0.9566, -0.3091, 0.1024], [0.4739, -0.7664, -0.6153], [0.3887, 0.1343, 0.0130], [-0.3355, 1.4171, 0.1321], [0.5596, -0.0054, 0.2962], [0.8979, 0.2781, -0.9029], [-0.3864, 0.4316, -1.4872], [-0.0508, -0.0290, -0.2158], [-1.3854, -0.2173, 0.9913], [0.3703, -0.7519, 2.3559], [-0.5358, 0.6942, -2.2725], [-0.0064, 0.4978, 0.1027], [1.3532, 1.6601, -1.6331], [-0.4519, 0.4804, 0.3189], [0.4546, -0.0331, -0.3145], [0.0558, -0.4726, 0.2605], [0.3944, 0.4484, -0.2575], [-0.6607, -0.2783, 0.7851], [-0.2073, -0.2498, -0.3351], [-1.2643, -2.3833, -0.4427], [0.8556, -2.3359, -1.1322], [0.3110, -0.3882, 0.2903], [-0.4637, 1.8107, 3.4319], [-1.7885, 1.9380, -0.5568], [0.0720, 0.1945, 0.2250], [0.0296, 0.6110, -0.5041], [1.6654, 3.3463, 0.7147], [1.4911, -0.2829, 0.3760], [0.8500, -0.7754, 3.4899], [-0.3368, -0.3069, 0.1148], [-0.5977, -0.8387, 0.0879], [1.6161, -0.6987, 0.8362], [1.6493, 0.0856, -3.6634], [-0.5724, -0.3555, -0.2367], [0.4327, -0.2256, 0.2189], [0.7987, -1.6536, 2.2881], [-0.4648, -0.8017, 0.2913], [0.8905, -1.7433, 3.8595], [-0.3520, 0.0384, 0.0473], [-1.6200, 1.3343, -0.9558], [-0.7804, 1.0056, -0.3712], [0.2744, -0.4092, -0.3252], [0.0798, -0.0999, 0.0223], [-0.7595, -0.3781, -0.1800], [0.6636, 0.7104, -0.0047], [0.3308, -0.1735, 0.2787], [0.1828, 0.1073, 0.4551], [0.1107, -0.1796, 0.3003], [0.1547, -0.7300, -0.5733], [0.1884, -0.9660, 0.8807], [-0.6705, -0.0273, -1.4693], [1.2030, 0.7785, -2.5055], [-0.5180, -0.2504, 0.0357], [0.0014, 1.1999, 0.6584], [-2.3100, -0.6883, -1.3631], [0.6514, -0.2333, -0.3768], [0.5489, 0.2650, -0.0191], [0.1133, -0.5528, -0.3105], [-0.4182, 0.0454, 0.5489], [0.2134, -0.2315, 0.9698], [-1.8446, -0.0069, 2.5687], [-0.1460, 0.3816, -0.2017], [-0.0637, 0.0836, 0.9058], [0.4516, -0.1326, -0.1085], [-2.0350, 0.9620, -0.6516], [-0.7840, -1.0585, -0.0273], [0.0009, 0.5127, -0.2575], [-0.1051, 0.4441, -0.5771], [-1.7809, 2.0157, 0.1087], [-0.7245, -0.7287, -2.3943], [-0.1223, 0.4536, -0.0898], [0.3286, 0.7389, 0.0134], [0.0600, 1.0504, -0.7391], [-0.1782, -0.0861, -0.7935], [-0.0102, 0.0954, 0.4122], [0.5750, -0.1975, 0.2059], [1.9450, -0.0439, -0.4682], [-0.3221, 0.4919, -0.8672], [0.1840, -0.3449, 0.1019], [-0.0081, -0.4236, 0.3431], [0.2812, 0.3028, -0.4988], [-2.0917, -0.1108, 1.3281], [0.2049, 0.0484, 0.2973], [0.4492, -2.2105, -3.1108], [0.3529, -0.7462, -0.8581], [0.0420, 0.6431, 0.6890], [-0.1902, -0.5898, 0.0085], [-5.4171, 2.6770, 1.0763], [-1.5941, 1.0747, -4.1243], [0.5284, -0.2255, 0.0206], [-0.2325, -0.2205, -0.0406], [0.1313, -1.4504, -2.7089], [1.0822, 1.2383, -1.2338], [0.3406, -0.0981, 0.5793], [-1.3741, 0.2709, -2.3031], [1.1995, -0.3242, 1.3352], [-0.3730, 0.3762, -0.0414], [2.6548, 0.8194, 3.6284], [-0.9358, -0.2743, -0.2978], [0.3111, -0.0054, 0.1065], [-0.0811, 0.3386, 0.0555], [0.3523, -0.0658, -0.2108], [0.1172, 0.2918, 0.1121], [0.0840, 0.5550, 0.4934], [0.2400, -0.4009, -0.0431], [1.1042, -1.3326, -0.0167], [-0.2438, 0.4475, -1.7217], [0.2315, -0.2476, 0.0763], [0.8091, -0.0179, -0.6622], [0.0638, 0.0966, 0.0994], [0.5779, 0.5064, 0.2418]], "mol_weight_g_mol": 991.1, "total_energy_ev": -97182.3073, "spin_multiplicity": 1, "total_charge": -1, "lumo_ev": 0.0, "fmax_ev_per_a": 6.1, "homo_energy_ev": -3.5, "orbital_gap_ev": 3.5}